No. 1
{
  "formula": "C34H56N4SiW",
  "method": "ωB97M-V/def2-TZVPD",
  "symbols": ["W", "C", "C", "N", "H", "N", "H", "C", "C", "C", "C", "C", "C", "H", "H", "H", "H", "C", "H", "H", "H", "C", "C", "C", "H", "H", "H", "H", "H", "H", "C", "H", "H", "H", "C", "C", "H", "H", "C", "H", "C", "H", "H", "H", "H", "H", "C", "H", "C", "N", "H", "N", "H", "C", "C", "C", "H", "H", "H", "H", "H", "H", "C", "H", "H", "H", "C", "C", "H", "H", "C", "H", "C", "H", "H", "H", "H", "H", "C", "H", "C", "C", "Si", "C", "C", "C", "C", "H", "H", "H", "H", "H", "H", "H", "H", "H"],
  "xyz": [[-0.67, -0.78, -0.39], [-2.60, -3.14, 2.38], [-1.55, -1.42, 1.43], [-2.05, -2.68, 1.22], [-2.69, -2.15, 4.38], [-1.73, -1.15, 2.75], [-3.03, -4.13, 2.47], [-2.19, 0.69, -0.01], [-1.97, 1.94, -0.63], [-2.86, 3.00, -0.39], [-3.99, 2.85, 0.43], [-4.23, 1.60, 1.00], [-3.38, 0.53, 0.74], [-1.10, 2.04, -1.29], [-2.65, 3.96, -0.88], [-5.10, 1.44, 1.65], [-3.65, -0.46, 1.12], [-4.96, 3.97, 0.67], [-5.69, 3.64, 1.42], [-5.46, 4.23, -0.27], [-4.41, 4.85, 1.05], [-1.96, -3.27, -0.12], [-2.39, -4.74, -0.04], [-2.78, -2.45, -1.08], [-3.41, -4.88, 0.33], [-2.36, -5.17, -1.05], [-1.70, -5.33, 0.58], [-0.25, -4.05, -1.14], [0.24, -3.02, 0.18], [-2.48, -1.34, -1.18], [-0.52, -3.12, -0.61], [-3.85, -2.46, -0.79], [-2.71, -2.94, -2.07], [-0.40, -2.36, -1.48], [-2.44, -2.18, 3.33], [-2.49, 0.77, 4.10], [-2.83, 0.47, 5.10], [-2.24, 1.84, 4.18], [-1.28, -0.02, 3.59], [-0.13, 1.79, 3.39], [-0.45, -0.62, 4.74], [0.29, -1.33, 4.35], [-3.36, 0.73, 3.42], [-1.04, 1.35, 1.95], [-1.06, -1.13, 5.48], [0.11, 0.16, 5.27], [-0.46, 0.95, 2.78], [0.44, 0.47, 2.40], [2.13, 2.05, -4.35], [1.05, 1.39, -3.76], [3.44, 3.57, -3.56], [1.77, 2.84, -2.33], [2.58, 1.83, -5.31], [0.59, 0.20, -4.52], [0.58, 0.54, -6.04], [1.59, -0.93, -4.29], [1.59, 0.65, -6.45], [0.08, -0.28, -6.59], [0.00, 1.46, -6.22], [-0.89, -1.30, -4.54], [-1.58, 0.34, -4.59], [1.64, -1.19, -3.22], [-0.79, -0.28, -4.14], [2.60, -0.67, -4.62], [1.27, -1.82, -4.85], [-0.94, -0.31, -3.05], [2.57, 2.94, -3.47], [3.43, 2.74, -0.53], [4.24, 2.57, -1.24], [3.84, 3.29, 0.34], [2.29, 3.57, -1.13], [1.85, 4.17, 0.83], [2.85, 4.93, -1.60], [2.12, 5.48, -2.20], [3.04, 1.77, -0.18], [0.71, 2.92, 0.23], [3.80, 4.84, -2.16], [3.08, 5.56, -0.72], [1.26, 3.82, -0.04], [0.58, 4.64, -0.31], [0.87, 1.80, -2.46], [4.79, -1.25, 2.19], [3.35, -2.49, 2.11], [3.82, -3.95, 0.98], [3.16, -3.36, 3.78], [1.88, -1.56, 1.50], [0.98, -1.02, 0.79], [5.63, -1.69, 2.75], [4.46, -0.32, 2.69], [5.14, -0.99, 1.18], [4.51, -4.64, 1.49], [2.91, -4.51, 0.73], [4.30, -3.63, 0.04], [3.23, -2.69, 4.64], [2.17, -3.85, 3.80], [3.93, -4.15, 3.90]],
  "mulliken_spin": [2.53, 0.06, -0.66, 0.39, -0.07, 0.22, 0.23, 0.14, -0.33, 0.30, -0.25, 0.23, -0.17, -0.03, 0.08, 0.05, -0.04, -0.01, 0.00, 0.00, -0.01, -4.01, 1.63, -0.05, -0.32, 0.14, 0.23, 0.70, -0.63, 0.12, -0.69, -0.06, 0.14, -0.04, 0.00, 0.04, 0.00, 0.00, -0.21, 0.00, 0.02, 0.02, 0.01, -0.02, -0.01, 0.01, 0.19, -0.02, 0.50, 0.02, -0.01, 0.53, -0.05, -2.35, 1.08, 0.50, -0.15, 0.03, -0.06, -0.03, -0.03, 0.16, 0.60, -0.11, 0.01, -0.12, 0.23, 1.20, -0.21, 0.08, -4.84, -0.04, 2.42, -0.16, 0.11, 0.18, -0.09, -0.20, 1.01, 0.01, 1.04, 0.02, 0.00, 0.06, -0.07, -0.94, 1.74, -0.01, 0.01, 0.03, 0.00, -0.03, 0.03, 0.01, 0.03, 0.00],
  "total_charge": -2,
  "lumo_ev": [4.1, 4.0],
  "e_above_lowest_kcal_mol": 58.6,
  "homo_energy_ev": [2.4, -1.1],
  "fmax_ev_per_a": 2.8,
  "multiplicity": 3,
  "homo_lumo_gap_ev": [1.67, 5.13]
}

No. 2
{
  "formula": "C34H57BCl18N3O8",
  "method": "ωB97M-V/def2-TZVPD",
  "symbols": ["O", "C", "O", "B", "O", "C", "O", "O", "C", "O", "C", "O", "O", "C", "C", "C", "C", "N", "H", "H", "H", "H", "H", "H", "H", "C", "C", "C", "C", "N", "H", "H", "H", "H", "H", "H", "H", "C", "C", "C", "C", "N", "H", "H", "H", "H", "H", "H", "H", "Cl", "C", "C", "Cl", "H", "H", "H", "H", "Cl", "C", "C", "Cl", "H", "H", "H", "H", "Cl", "C", "C", "Cl", "H", "H", "H", "H", "Cl", "C", "C", "Cl", "H", "H", "H", "H", "Cl", "C", "C", "Cl", "H", "H", "H", "H", "Cl", "C", "C", "Cl", "H", "H", "H", "H", "Cl", "C", "C", "Cl", "H", "H", "H", "H", "Cl", "C", "C", "Cl", "H", "H", "H", "H", "Cl", "C", "C", "Cl", "H", "H", "H", "H"],
  "xyz": [[-9.74, -8.83, 17.88], [-10.41, -7.76, 17.83], [-9.96, -6.42, 18.05], [-11.15, -5.54, 18.01], [-12.33, -6.46, 17.69], [-11.96, -7.73, 17.71], [-12.68, -8.70, 17.58], [-10.95, -4.50, 16.98], [-11.27, -3.33, 17.50], [-11.09, -2.27, 16.89], [-11.62, -3.57, 19.01], [-11.45, -4.87, 19.30], [-11.90, -2.67, 19.76], [-13.45, -13.71, 13.23], [-12.16, -13.10, 12.71], [-12.17, -12.80, 11.17], [-12.15, -13.95, 10.26], [-12.12, -14.85, 9.55], [-14.30, -13.03, 13.11], [-13.36, -13.98, 14.28], [-13.73, -14.64, 12.73], [-11.35, -13.80, 12.91], [-11.90, -12.20, 13.27], [-11.31, -12.17, 10.98], [-13.06, -12.24, 10.88], [-9.60, -9.99, 23.98], [-9.02, -8.74, 23.39], [-7.61, -8.96, 22.77], [-6.58, -9.62, 23.63], [-5.78, -10.16, 24.34], [-10.41, -9.66, 24.62], [-8.95, -10.50, 24.69], [-9.94, -10.75, 23.28], [-8.96, -7.95, 24.15], [-9.60, -8.38, 22.54], [-7.13, -8.04, 22.44], [-7.65, -9.42, 21.78], [-14.21, 1.24, 25.14], [-13.81, 2.38, 24.23], [-13.37, 3.57, 25.10], [-14.40, 4.16, 25.93], [-15.23, 4.65, 26.60], [-13.41, 0.92, 25.81], [-14.44, 0.35, 24.56], [-15.10, 1.42, 25.75], [-14.53, 2.68, 23.47], [-12.95, 1.97, 23.70], [-12.87, 4.35, 24.52], [-12.55, 3.32, 25.76], [-16.15, -11.41, 23.36], [-15.85, -10.91, 21.74], [-15.95, -9.44, 21.40], [-14.84, -8.56, 22.46], [-16.53, -11.42, 21.05], [-14.82, -11.21, 21.50], [-16.98, -9.19, 21.66], [-15.76, -9.24, 20.34], [-9.94, 1.51, 10.74], [-11.71, 1.43, 10.84], [-12.17, 0.09, 11.32], [-11.87, -1.14, 10.00], [-12.14, 1.61, 9.86], [-12.09, 2.23, 11.48], [-13.23, 0.18, 11.54], [-11.67, -0.18, 12.26], [-16.48, -1.16, 16.27], [-16.42, 0.37, 17.15], [-15.64, 1.46, 16.50], [-16.32, 1.91, 14.90], [-16.04, 0.16, 18.16], [-17.42, 0.80, 17.27], [-14.62, 1.12, 16.33], [-15.56, 2.35, 17.14], [-3.65, -4.21, 17.08], [-5.03, -4.21, 18.22], [-5.90, -2.98, 18.07], [-5.15, -1.45, 18.67], [-4.71, -4.37, 19.25], [-5.63, -5.10, 18.03], [-6.86, -3.07, 18.58], [-6.17, -2.82, 17.03], [-11.51, -15.63, 19.26], [-10.01, -14.67, 18.90], [-8.96, -15.66, 18.27], [-9.56, -16.19, 16.74], [-9.64, -14.23, 19.83], [-10.36, -13.83, 18.30], [-8.77, -16.58, 18.82], [-8.02, -15.13, 18.08], [-17.53, -9.60, 13.48], [-16.04, -8.75, 13.87], [-16.05, -7.29, 13.39], [-16.26, -7.11, 11.56], [-15.18, -9.24, 13.41], [-16.02, -8.75, 14.96], [-15.08, -6.87, 13.67], [-16.72, -6.55, 13.83], [-6.42, -11.71, 12.15], [-6.60, -11.71, 13.95], [-5.31, -11.34, 14.73], [-4.79, -9.73, 14.27], [-7.05, -12.62, 14.36], [-7.35, -10.96, 14.19], [-4.48, -12.03, 14.56], [-5.51, -11.35, 15.80], [-10.21, -7.29, 12.60], [-9.51, -5.65, 12.27], [-8.11, -5.65, 12.97], [-7.59, -3.99, 12.66], [-10.24, -4.94, 12.66], [-9.39, -5.55, 11.19], [-7.37, -6.36, 12.60], [-8.14, -5.80, 14.05], [-12.13, 4.79, 19.27], [-10.95, 3.61, 18.85], [-10.06, 4.09, 17.68], [-11.01, 4.21, 16.16], [-11.45, 2.71, 18.51], [-10.43, 3.24, 19.73], [-9.25, 3.39, 17.49], [-9.63, 5.08, 17.84]],
  "lowdin_charge": [0.07, -0.24, 0.17, -0.85, 0.19, -0.39, 0.11, 0.21, -0.36, 0.10, -0.36, 0.21, 0.13, -0.11, -0.24, -0.18, -0.24, 0.13, 0.07, 0.07, 0.07, 0.10, 0.10, 0.11, 0.11, -0.12, -0.24, -0.19, -0.21, 0.11, 0.07, 0.07, 0.08, 0.11, 0.11, 0.11, 0.11, -0.12, -0.24, -0.21, -0.23, 0.13, 0.08, 0.07, 0.07, 0.11, 0.11, 0.12, 0.12, 0.57, -0.75, -0.66, 0.54, 0.07, 0.06, 0.07, 0.08, 0.54, -0.70, -0.62, 0.50, 0.06, 0.07, 0.08, 0.08, 0.56, -0.71, -0.66, 0.51, 0.08, 0.07, 0.07, 0.08, 0.52, -0.65, -0.66, 0.51, 0.07, 0.07, 0.07, 0.07, 0.49, -0.61, -0.69, 0.55, 0.06, 0.06, 0.06, 0.06, 0.53, -0.66, -0.59, 0.45, 0.07, 0.07, 0.07, 0.07, 0.50, -0.65, -0.67, 0.55, 0.07, 0.06, 0.06, 0.07, 0.49, -0.64, -0.66, 0.56, 0.06, 0.06, 0.07, 0.06, 0.57, -0.72, -0.64, 0.52, 0.06, 0.07, 0.07, 0.06],
  "total_charge": -1,
  "lumo_ev": 1.4,
  "homo_energy_ev": -8.1,
  "fmax_ev_per_a": 5.3,
  "homo_lumo_gap_ev": 9.47
}

No. 3
{
  "formula": "C34H57Cl2GeN4OPPd",
  "method": "ωB97M-V/def2-TZVPD",
  "symbols": ["Pd", "C", "C", "C", "C", "C", "C", "N", "N", "C", "C", "C", "C", "C", "N", "H", "H", "H", "H", "H", "H", "H", "H", "H", "O", "P", "C", "C", "C", "C", "C", "C", "C", "C", "C", "C", "C", "C", "C", "C", "C", "C", "C", "C", "H", "H", "H", "H", "H", "H", "H", "H", "H", "H", "H", "H", "H", "H", "H", "H", "H", "H", "H", "H", "H", "H", "H", "H", "H", "H", "H", "H", "H", "H", "H", "H", "H", "N", "H", "H", "H", "Cl", "C", "Cl", "H", "H", "C", "Ge", "C", "C", "C", "H", "H", "H", "H", "H", "H", "H", "H", "H", "H"],
  "xyz": [[-1.53, 0.18, -0.74], [-5.54, 4.14, -1.09], [-4.16, 4.12, -0.95], [-3.47, 2.94, -1.07], [-4.17, 1.73, -1.32], [-5.58, 1.76, -1.46], [-6.24, 2.96, -1.35], [-3.44, 0.58, -1.40], [-4.16, -0.53, -1.50], [-3.85, -1.42, -0.50], [-4.64, -2.56, -0.33], [-4.44, -3.33, 0.81], [-3.48, -2.95, 1.73], [-2.70, -1.83, 1.46], [-2.87, -1.09, 0.37], [-6.08, 5.07, -1.00], [-3.62, 5.04, -0.74], [-2.40, 2.91, -0.95], [-6.12, 0.85, -1.65], [-7.32, 2.98, -1.45], [-5.41, -2.79, -1.05], [-5.05, -4.21, 0.99], [-3.31, -3.51, 2.64], [-1.91, -1.51, 2.13], [0.01, -0.04, 0.66], [1.39, -0.45, 1.19], [1.39, -0.10, 2.98], [0.84, 1.30, 3.28], [1.13, 1.67, 4.74], [1.08, 0.45, 5.67], [0.11, -0.59, 5.13], [0.61, -1.15, 3.79], [1.77, -2.20, 0.84], [0.62, -3.18, 1.07], [0.93, -4.51, 0.36], [2.43, -4.86, 0.44], [3.07, -4.22, 1.67], [3.05, -2.69, 1.56], [2.74, 0.48, 0.37], [2.29, 1.87, -0.09], [3.46, 2.67, -0.66], [4.61, 2.83, 0.36], [4.40, 1.97, 1.60], [4.06, 0.54, 1.20], [2.44, -0.12, 3.30], [-0.24, 1.29, 3.08], [1.26, 2.06, 2.62], [0.40, 2.42, 5.06], [2.11, 2.15, 4.80], [0.80, 0.76, 6.68], [2.08, 0.00, 5.75], [-0.87, -0.13, 5.00], [-0.03, -1.41, 5.84], [-0.24, -1.52, 3.21], [1.25, -2.02, 3.97], [1.96, -2.18, -0.24], [-0.32, -2.76, 0.70], [0.49, -3.36, 2.14], [0.63, -4.46, -0.69], [0.34, -5.30, 0.82], [2.95, -4.51, -0.45], [2.56, -5.94, 0.46], [4.10, -4.56, 1.79], [2.54, -4.54, 2.57], [3.93, -2.36, 1.00], [3.13, -2.26, 2.56], [2.95, -0.10, -0.53], [1.83, 2.43, 0.72], [1.51, 1.76, -0.85], [3.10, 3.65, -0.97], [3.83, 2.17, -1.56], [4.75, 3.87, 0.63], [5.55, 2.51, -0.11], [3.60, 2.38, 2.23], [5.30, 1.98, 2.22], [4.02, -0.10, 2.08], [4.87, 0.15, 0.59], [-1.17, -2.35, -1.93], [-1.15, -3.13, -1.28], [-1.92, -2.55, -2.59], [-0.30, -2.41, -2.46], [-2.47, 4.98, -5.27], [-3.55, 3.60, -5.12], [-2.83, 2.31, -4.12], [-3.74, 3.18, -6.10], [-4.47, 3.91, -4.63], [-0.57, 0.22, -5.25], [0.47, 0.72, -3.68], [1.67, -0.78, -3.27], [1.47, 2.37, -4.01], [-0.58, 1.16, -1.98], [0.13, -0.33, -5.88], [-0.90, 1.11, -5.78], [-1.43, -0.42, -5.05], [2.54, -0.67, -3.93], [1.22, -1.74, -3.51], [2.04, -0.79, -2.25], [2.01, 2.26, -4.95], [2.19, 2.60, -3.23], [0.78, 3.21, -4.12], [-0.52, 2.24, -1.76]],
  "lowdin_charge": [0.96, -0.02, -0.05, -0.06, -0.31, 0.01, -0.04, -0.06, 0.13, -0.34, 0.03, -0.01, -0.01, -0.10, 0.01, 0.12, 0.12, 0.08, 0.12, 0.12, 0.13, 0.13, 0.12, 0.10, -0.43, 0.88, -0.34, -0.19, -0.17, -0.19, -0.18, -0.18, -0.34, -0.20, -0.18, -0.18, -0.18, -0.17, -0.32, -0.20, -0.18, -0.17, -0.19, -0.17, 0.11, 0.12, 0.09, 0.12, 0.11, 0.12, 0.12, 0.12, 0.12, 0.07, 0.11, 0.12, 0.07, 0.11, 0.10, 0.12, 0.12, 0.12, 0.12, 0.12, 0.12, 0.10, 0.10, 0.11, 0.06, 0.11, 0.11, 0.12, 0.12, 0.11, 0.12, 0.08, 0.13, 0.07, 0.02, 0.04, 0.00, 0.55, -0.95, 0.60, 0.04, 0.03, -0.23, 0.77, -0.19, -0.19, -0.19, 0.04, 0.00, 0.02, 0.04, 0.01, -0.01, 0.04, 0.00, 0.03, 0.00],
  "total_charge": 2,
  "lumo_ev": [-7.4, -7.4],
  "e_above_lowest_kcal_mol": 53.4,
  "homo_energy_ev": [-13.8, -14.0],
  "fmax_ev_per_a": 1.8,
  "homo_lumo_gap_ev": [6.43, 6.60]
}

No. 4
{
  "formula": "C34H57F3N2O2SiY",
  "method": "ωB97M-V/def2-TZVPD",
  "symbols": ["O", "O", "C", "C", "H", "H", "H", "H", "H", "C", "C", "H", "H", "H", "H", "H", "C", "C", "C", "H", "H", "H", "H", "H", "C", "H", "H", "H", "H", "H", "H", "N", "C", "C", "C", "C", "H", "H", "H", "C", "H", "H", "H", "N", "C", "C", "C", "C", "H", "C", "H", "C", "H", "C", "C", "C", "C", "C", "C", "H", "C", "H", "C", "H", "C", "C", "Y", "H", "H", "H", "H", "H", "H", "H", "H", "H", "H", "H", "H", "H", "C", "Si", "H", "H", "C", "C", "C", "H", "H", "H", "H", "H", "H", "H", "H", "H", "F", "C", "F", "F"],
  "xyz": [[0.82, -1.73, 0.57], [0.75, -0.36, -4.41], [2.28, -2.04, 0.36], [2.75, -3.14, 1.28], [2.79, -1.09, 0.56], [2.37, -2.29, -0.69], [2.52, -2.94, 2.34], [3.83, -3.24, 1.20], [2.30, -4.11, 1.01], [-0.07, -2.87, 0.32], [0.01, -3.41, -1.10], [-1.09, -2.51, 0.54], [0.20, -3.64, 1.05], [-0.36, -2.68, -1.83], [-0.64, -4.29, -1.14], [1.02, -3.73, -1.37], [-0.31, 0.23, -5.18], [1.70, -1.14, -5.15], [-1.63, -0.53, -5.05], [-0.03, 0.30, -6.25], [-0.44, 1.24, -4.77], [-1.54, -1.56, -5.43], [-2.41, -0.03, -5.63], [-1.96, -0.57, -4.00], [1.12, -2.30, -5.95], [2.41, -1.52, -4.40], [2.24, -0.46, -5.83], [0.53, -2.97, -5.31], [1.94, -2.88, -6.38], [0.50, -1.95, -6.78], [1.44, 1.41, -2.66], [-0.99, -1.02, 3.51], [-1.79, -0.36, 4.38], [-2.40, 0.87, 4.12], [-2.44, 1.63, 2.94], [-2.08, -1.03, 5.69], [-1.18, -1.49, 6.13], [-2.85, -1.81, 5.58], [-2.46, -0.28, 6.39], [-3.37, 2.81, 2.89], [-4.04, 2.79, 2.03], [-2.81, 3.76, 2.87], [-3.99, 2.81, 3.79], [-1.70, 1.34, 1.85], [-0.70, -2.42, 3.75], [0.50, -2.78, 4.37], [1.45, -1.74, 4.90], [0.81, -4.14, 4.50], [1.76, -4.41, 4.96], [-0.08, -5.12, 4.06], [0.17, -6.18, 4.18], [-1.30, -4.74, 3.50], [-2.01, -5.50, 3.18], [-1.63, -3.40, 3.33], [-2.94, -3.02, 2.72], [-1.97, 1.94, 0.57], [-1.37, 3.16, 0.22], [-0.40, 3.83, 1.14], [-1.67, 3.73, -1.02], [-1.22, 4.69, -1.28], [-2.51, 3.07, -1.92], [-2.73, 3.52, -2.90], [-3.08, 1.85, -1.57], [-3.74, 1.32, -2.27], [-2.84, 1.28, -0.33], [-3.42, -0.06, 0.04], [0.08, -0.07, 1.80], [2.38, -1.70, 4.30], [1.76, -2.01, 5.92], [1.04, -0.73, 4.94], [-2.96, -1.99, 2.32], [-3.76, -3.09, 3.44], [-3.18, -3.69, 1.88], [0.10, 4.65, 0.61], [0.39, 3.16, 1.51], [-0.89, 4.27, 2.02], [-3.87, -0.07, 1.04], [-2.68, -0.87, -0.02], [-4.21, -0.33, -0.68], [-3.01, 1.26, 4.93], [1.41, 2.50, -2.43], [2.86, 3.46, -3.17], [0.46, 2.89, -2.83], [1.39, 2.61, -1.34], [4.36, 2.32, -3.14], [3.26, 5.02, -2.20], [2.48, 3.93, -4.96], [3.28, 4.55, -5.38], [1.54, 4.50, -5.02], [2.37, 3.03, -5.58], [4.69, 2.15, -2.10], [5.20, 2.75, -3.71], [4.10, 1.34, -3.57], [3.27, 4.83, -1.12], [2.51, 5.81, -2.40], [4.25, 5.41, -2.49], [1.59, 2.06, 3.67], [2.03, 1.22, 2.63], [2.59, 2.12, 1.71], [3.15, 0.60, 3.18]],
  "lowdin_charge": [-0.37, -0.20, -0.16, -0.04, 0.12, 0.12, 0.07, 0.10, 0.09, -0.22, -0.04, 0.10, 0.11, 0.09, 0.10, 0.08, -0.27, -0.27, -0.08, 0.12, 0.11, 0.07, 0.08, 0.06, -0.09, 0.11, 0.12, 0.08, 0.08, 0.07, 0.02, -0.08, -0.31, -0.02, -0.30, 0.01, 0.09, 0.10, 0.09, 0.00, 0.10, 0.09, 0.09, -0.07, -0.24, -0.24, -0.04, -0.04, 0.12, -0.06, 0.11, -0.04, 0.12, -0.24, -0.04, -0.24, -0.22, -0.02, -0.05, 0.12, -0.06, 0.11, -0.04, 0.12, -0.22, -0.04, 1.68, 0.07, 0.10, 0.07, 0.05, 0.10, 0.09, 0.09, 0.05, 0.08, 0.08, 0.06, 0.09, 0.11, -0.17, 0.45, 0.02, 0.01, -0.19, -0.19, -0.19, 0.03, 0.03, 0.02, 0.03, 0.03, 0.02, 0.03, 0.03, 0.04, -0.04, -0.52, -0.04, -0.02],
  "total_charge": 1,
  "lumo_ev": -2.9,
  "e_above_lowest_kcal_mol": 0.0,
  "homo_energy_ev": -11.2,
  "fmax_ev_per_a": 1.8,
  "homo_lumo_gap_ev": 8.31
}